[1]
Formula: C8H12EuO6
Source: OMol25
Level of theory: ωB97M-V/def2-TZVPD

Calculated values
- E_HOMO (alpha / beta): -4.736 / -4.480 eV
- Kohn-Sham gap (alpha / beta): 4.835 / 4.580 eV
- Expectation value of S²: 15.760
- Energy: -40098.5562 eV
- M: 356.14 g mol⁻¹

The geometry in ORCA input format:
```
! wB97M-V def2-TZVPD RIJCOSX def2/J DEFGRID3
* xyz 0 8
O -2.514 -0.145 0.658
Eu -4.197 3.658 1.396
O -1.884 1.808 1.475
C -1.649 0.641 1.226
O -0.457 0.066 1.414
C 0.606 0.838 1.825
C -2.126 -1.478 0.224
C -3.312 -2.117 -0.450
H -1.278 -1.376 -0.463
H -1.808 -2.042 1.108
H -3.613 -1.553 -1.342
H -3.025 -3.129 -0.764
H -4.166 -2.194 0.235
C 1.752 0.167 2.136
H 2.551 0.709 2.642
H 1.701 -0.925 2.184
C 1.440 1.598 0.566
C 1.478 1.096 -0.865
O 2.510 0.120 -1.018
C 2.695 -0.368 -2.233
O 2.045 -0.090 -3.212
O 3.816 -1.078 -2.236
H 0.825 2.510 0.493
H 2.395 2.053 0.854
H 1.680 1.936 -1.542
H 0.521 0.655 -1.173
H 4.015 -1.360 -3.138
*
```



[2]
Formula: C8H19NO
Source: OMol25
Level of theory: ωB97M-V/def2-TZVPD

Calculated values
- E_HOMO: -9.592 eV
- Kohn-Sham gap: 10.399 eV
- SMILES string: CCN(C)C(C)=O.CCC
- Energy: -12136.1222 eV
- M: 145.25 g mol⁻¹
- Energy above the lowest of the compared OMol25 structures with the same formula, charge and spin: 626.06 kJ/mol

The geometry in ORCA input format:
```
! wB97M-V def2-TZVPD RIJCOSX def2/J DEFGRID3
* xyz 0 1
C -0.400 2.720 1.458
C 0.230 1.287 2.035
N -0.243 0.048 1.149
C -0.399 -1.205 1.940
C -1.592 0.321 0.642
C -1.812 -0.511 -0.535
O -2.341 1.354 0.790
H -0.603 2.962 0.290
H 0.369 3.563 1.908
H -1.333 3.008 1.746
H 1.236 1.103 1.901
H -0.192 1.315 3.084
H -1.048 -1.957 1.560
H 0.472 -1.576 2.094
H -1.158 -0.933 2.825
H -1.381 -1.479 -0.401
H -2.903 -0.400 -0.773
H -1.065 -0.362 -1.337
C 0.579 -1.266 -2.853
C 1.274 -1.386 -1.521
C 1.992 -0.117 -1.165
H 0.817 -0.460 -3.561
H 0.879 -2.216 -3.224
H -0.543 -0.958 -2.711
H 2.214 -2.176 -1.564
H 0.544 -1.642 -0.633
H 1.702 0.119 -0.044
H 1.616 0.831 -1.766
H 3.091 0.013 -1.336
*
```



[3]
Formula: C9H7N2O2
Source: OMol25
Level of theory: ωB97M-V/def2-TZVPD

Calculated values
- E_HOMO: -3.897 eV
- Kohn-Sham gap: 7.250 eV
- SMILES string: O=C1CC([O-])=C1Nc1ccccn1
- Energy: -16521.1492 eV
- M: 175.17 g mol⁻¹
- Energy above the lowest of the compared OMol25 structures with the same formula, charge and spin: 112.33 kJ/mol

The geometry in ORCA input format:
```
! wB97M-V def2-TZVPD RIJCOSX def2/J DEFGRID3
* xyz -1 1
O -2.435 2.229 -0.556
C -2.589 1.046 -0.212
C -3.808 0.171 0.296
C -2.788 -0.997 0.244
O -2.979 -2.199 0.476
C -1.783 -0.094 -0.102
N -0.346 -0.544 -0.603
C 0.885 -0.133 -0.220
C 1.971 -0.925 -0.629
C 3.237 -0.593 -0.259
C 3.537 0.579 0.388
C 2.466 1.332 0.673
N 1.172 0.969 0.453
H -4.389 0.423 1.302
H -4.617 0.118 -0.535
H -0.360 -1.510 -0.941
H 1.808 -1.834 -1.193
H 3.978 -1.180 -0.714
H 4.583 0.796 0.835
H 2.457 2.345 1.297
*
```



[4]
Formula: C20H16MoN5O7S3Sb
Source: OMol25
Level of theory: ωB97M-V/def2-TZVPD

Calculated values
- E_HOMO (alpha / beta): -4.568 / -4.535 eV
- Kohn-Sham gap (alpha / beta): 5.530 / 4.382 eV
- Expectation value of S²: 0.763
- Energy: -83677.8914 eV
- M: 752.28 g mol⁻¹
- Energy above the lowest of the compared OMol25 structures with the same formula, charge and spin: 51.12 kJ/mol

The geometry in ORCA input format:
```
! wB97M-V def2-TZVPD RIJCOSX def2/J DEFGRID3
* xyz -1 2
Mo 1.698 -0.259 0.901
S 5.694 1.078 2.605
Sb 4.755 -1.011 2.344
S 2.478 -0.781 3.177
S 3.740 -1.056 0.068
O -5.660 -2.372 1.532
N -4.892 -3.010 0.830
O -5.236 -3.912 0.086
C -3.482 -2.689 0.900
C -2.578 -3.370 0.098
C -1.234 -3.094 0.173
C -0.712 -2.098 1.078
O 0.513 -1.903 1.283
C -1.718 -1.358 1.796
C -3.056 -1.676 1.737
N -1.351 -0.230 2.603
O -0.257 0.308 2.442
O -2.149 0.185 3.418
N -0.370 -3.833 -0.739
O -0.914 -4.641 -1.480
O 0.826 -3.651 -0.713
H -2.923 -4.119 -0.598
H -3.766 -1.114 2.326
C 2.003 -1.481 -2.817
C 0.616 -0.921 -2.901
C -0.145 -1.049 -4.047
C -1.426 -0.521 -4.133
C -1.935 0.186 -3.058
C -1.207 0.357 -1.890
C -1.759 1.212 -0.779
C 0.073 -0.244 -1.772
N 0.787 -0.183 -0.628
H 2.337 -1.834 -3.792
H 2.041 -2.308 -2.104
H 2.701 -0.722 -2.458
H 0.288 -1.572 -4.893
H -2.012 -0.647 -5.036
H -2.924 0.627 -3.121
H -2.624 0.739 -0.310
H -2.088 2.175 -1.173
H -0.996 1.396 -0.024
N 2.127 1.432 1.102
C 2.187 2.756 1.352
C 3.391 3.467 1.195
C 3.434 4.827 1.434
C 2.292 5.514 1.825
C 1.097 4.823 1.988
C 1.036 3.462 1.762
H 4.272 2.913 0.895
H 4.371 5.359 1.318
H 2.331 6.582 2.003
H 0.206 5.357 2.296
H 0.120 2.903 1.898
*
```



[5]
Formula: C2H10N2O
Source: OMol25
Level of theory: ωB97M-V/def2-TZVPD

Calculated values
- E_HOMO (alpha / beta): -11.842 / -11.842 eV
- Kohn-Sham gap (alpha / beta): 8.185 / 2.634 eV
- Expectation value of S²: 0.756
- Energy: -7253.4504 eV
- M: 78.11 g mol⁻¹
- Energy above the lowest of the compared OMol25 structures with the same formula, charge and spin: 171.43 kJ/mol

The geometry in ORCA input format:
```
! wB97M-V def2-TZVPD RIJCOSX def2/J DEFGRID3
* xyz 1 2
C -1.097 0.124 6.407
O -1.715 0.132 5.099
H -1.945 0.041 7.090
H -0.457 -0.722 6.533
H -0.502 1.046 6.439
H -2.542 0.607 5.022
N 0.900 -0.972 -3.136
C 1.027 0.238 -3.816
N 1.457 -0.020 -5.236
H 0.524 -0.764 -2.193
H 0.335 -1.735 -3.530
H 0.091 0.845 -3.787
H 1.742 0.946 -3.419
H 1.518 0.778 -5.861
H 0.664 -0.544 -5.610
*
```



[6]
Formula: C6H9O8
Source: OMol25
Level of theory: ωB97M-V/def2-TZVPD

Calculated values
- E_HOMO: -5.681 eV
- Kohn-Sham gap: 8.942 eV
- Energy: -22750.2167 eV
- M: 209.13 g mol⁻¹
- Energy above the lowest of the compared OMol25 structures with the same formula, charge and spin: 0.00 kJ/mol

The geometry in ORCA input format:
```
! wB97M-V def2-TZVPD RIJCOSX def2/J DEFGRID3
* xyz -1 1
C -0.012 -0.505 -0.896
C -0.810 -1.335 0.041
C -0.947 0.201 -1.870
C 1.644 1.473 -1.300
C 0.302 1.831 0.923
C 0.926 0.655 -0.246
O -1.258 -0.405 -2.904
O -1.363 1.413 -1.575
O -0.412 -2.630 0.010
O -1.718 -1.036 0.785
O -0.528 2.671 0.557
O 0.972 1.804 1.963
O -1.812 -2.872 2.855
O 1.877 -0.016 0.555
H 1.118 1.873 -2.137
H 2.445 0.863 -1.676
H 2.057 2.411 -0.764
H -0.803 -3.061 0.725
H -0.960 2.028 -0.767
H -1.799 -2.162 2.035
H 2.078 0.245 1.462
H -1.731 -2.160 3.570
H 0.734 -1.286 -1.346
*
```



[7]
Formula: CF3NO2S
Source: OMol25
Level of theory: ωB97M-V/def2-TZVPD

Calculated values
- E_HOMO (alpha / beta): -6.425 / -13.103 eV
- Kohn-Sham gap (alpha / beta): 6.093 / 7.241 eV
- Expectation value of S²: 2.013
- Energy: -25601.9782 eV
- M: 147.08 g mol⁻¹
- Energy above the lowest of the compared OMol25 structures with the same formula, charge and spin: 353.92 kJ/mol

The geometry in ORCA input format:
```
! wB97M-V def2-TZVPD RIJCOSX def2/J DEFGRID3
* xyz 0 3
C 1.437 -0.262 -0.245
N 0.633 0.111 0.721
O 2.634 -0.205 -0.271
O -1.638 0.771 1.476
F 0.628 -0.664 -1.342
F -1.302 1.167 -0.785
F -1.535 -1.166 0.010
S -0.857 0.249 0.437
*
```



[8]
Formula: C3H9N3O3P
Source: OMol25
Level of theory: ωB97M-V/def2-TZVPD

Calculated values
- E_HOMO: -4.274 eV
- Kohn-Sham gap: 8.096 eV
- SMILES string: N=P(N)(N)OCCC(=O)[O-]
- Energy: -23161.1958 eV
- M: 166.10 g mol⁻¹
- Energy above the lowest of the compared OMol25 structures with the same formula, charge and spin: 237.88 kJ/mol

The geometry in ORCA input format:
```
! wB97M-V def2-TZVPD RIJCOSX def2/J DEFGRID3
* xyz -1 1
N -1.774 0.126 -1.670
P -1.409 0.399 -0.155
N -2.549 0.058 1.105
N -0.788 1.942 0.367
O -0.523 -0.919 0.259
C 0.492 -1.399 -0.606
C 1.875 -1.041 -0.003
C 2.200 0.543 0.090
O 1.757 1.242 -0.771
O 2.824 0.810 1.127
H -2.186 0.990 -1.997
H -2.933 -0.824 0.879
H -1.904 0.036 1.900
H -0.056 2.369 -0.158
H -0.422 1.940 1.238
H 0.414 -0.826 -1.491
H 0.428 -2.457 -0.689
H 2.604 -1.557 -0.507
H 1.950 -1.431 1.083
*
```